Density functional theory data (the ωB97M-V functional and the def2-TZVPD basis) for a cluster of 4 separate species, H6IO3 in total in a non-equilibrium geometry.

Output
F_max: 3.6 eV/Å
Highest occupied orbital energy: -4.348 eV
Energy: -14343.5748 eV
Kohn-Sham gap: 7.87 eV
Charge: -1

Positions of all 10 atoms, in Å:
H -5.4070 4.7700 -22.8140
H -5.0210 4.7880 -24.2860
H -2.9480 1.8010 -25.5530
O -2.7650 2.9910 -22.9530
H -1.7940 2.8270 -22.6980
H -2.6420 3.4080 -23.8000
H -2.7010 1.6440 -24.0560
O -2.8170 1.1280 -24.8790
O -5.7340 4.9100 -23.7160
I -3.3140 4.3540 -26.0670

Atoms 1-2, force components in eV/Å:
0.0443 -0.0296 -0.5963
2.2769 -0.4570 -1.7677